No. 1
A molecular structure, C20H56AsF6N4O8. Source: the OMol25 dataset; level of theory: ωB97M-V/def2-TZVPD.

Geometry as XYZ:
```
95
Properties=species:S:1:pos:R:3:forces:R:3:mulliken_charge:R:1
As 0.041 -0.066 -0.117 1.60 0.21 -0.09 2.1287
F -0.664 -0.779 -1.546 -0.22 0.63 0.61 -0.5516
F 1.637 -0.280 -0.857 -0.92 -0.38 0.15 -0.5660
F 0.993 0.411 1.299 -1.12 0.29 -0.31 -0.4266
F -1.530 0.381 0.630 0.90 -0.38 -0.71 -0.2463
F -0.067 -1.631 0.636 0.06 0.20 -0.12 -0.4430
F 0.015 1.548 -0.778 -0.14 -0.22 0.29 -0.5075
C -2.869 -4.607 -2.117 -0.09 -0.31 -0.62 -1.6119
C -2.574 -3.543 -1.064 1.22 -0.15 -1.64 1.3949
C -3.828 -2.942 -0.411 0.94 -1.94 0.89 -0.7651
O -4.777 -2.419 -1.287 0.14 0.30 -0.23 -0.4398
C -4.836 -1.010 -1.230 -0.23 0.52 0.08 -0.4972
N -1.574 -4.081 -0.117 -0.71 0.44 0.50 -0.8304
H -3.239 -4.100 -3.012 -0.50 -0.22 0.15 0.3260
H -3.500 -5.455 -1.840 -0.33 0.34 0.25 0.3359
H -1.956 -5.090 -2.482 0.28 0.23 0.29 0.4346
H -2.014 -2.837 -1.693 -0.56 0.79 0.31 -0.3025
H -3.515 -2.297 0.416 -0.20 0.49 -0.23 0.2415
H -4.260 -3.825 0.081 -0.31 0.15 0.10 0.3902
H -3.842 -0.558 -1.295 -0.02 0.02 -0.05 0.1491
H -5.331 -0.661 -0.316 0.20 -0.13 0.12 0.2979
H -5.454 -0.624 -2.040 0.15 -0.25 -0.17 0.2940
H -1.139 -3.275 0.331 -0.09 -0.31 0.11 0.2282
H -0.841 -4.463 -0.700 0.08 -0.16 0.10 0.3412
C -0.208 3.073 3.282 -1.28 -0.52 0.02 -1.3425
C 0.797 3.997 2.631 0.43 -0.23 0.04 0.5287
C 2.127 3.282 2.296 -0.57 -1.06 0.59 -0.4719
O 3.163 4.162 1.962 0.03 1.12 0.03 -0.3780
C 4.413 3.557 1.947 0.72 -1.22 -0.37 -0.7287
N 0.178 4.590 1.418 1.51 -0.78 -0.44 -0.8010
H -0.172 3.150 4.369 0.36 -0.57 0.01 0.4078
H -0.252 2.045 2.909 0.68 -0.11 0.27 0.0671
H -1.238 3.374 3.064 0.18 0.57 -0.18 0.4371
H 1.006 4.703 3.442 0.16 0.69 -0.69 0.3520
H 2.004 2.545 1.493 -0.32 0.12 -0.14 0.1212
H 2.414 2.661 3.160 0.09 0.20 0.17 0.4412
H 4.631 3.016 2.876 -0.04 0.30 0.24 0.2939
H 5.229 4.242 1.720 -0.35 0.51 0.28 0.2845
H 4.523 2.779 1.175 -0.45 0.01 -0.14 0.2908
H 0.129 3.733 0.847 -0.89 0.19 -0.03 0.1357
H 0.979 4.978 0.903 -0.29 0.69 0.28 0.3822
C 0.033 1.493 -3.813 0.73 0.05 0.36 -1.4295
C -0.591 2.352 -4.883 -0.87 0.28 -0.72 0.8937
C 0.333 3.518 -5.156 0.29 0.76 0.31 -0.9995
O -0.118 4.325 -6.234 0.23 -0.29 -0.01 -0.3142
C 0.827 5.301 -6.580 1.39 -0.84 0.08 -0.8032
N -0.922 1.586 -6.143 1.42 0.05 0.87 -0.7174
H -0.593 0.706 -3.399 -0.35 0.34 0.08 0.2089
H 0.404 2.158 -3.032 -0.34 -0.24 0.36 0.2448
H 0.940 0.961 -4.129 -0.05 0.17 -0.51 0.3875
H -1.548 2.771 -4.559 0.11 -0.12 0.36 0.0352
H 1.368 3.157 -5.277 -0.05 -0.11 -0.68 0.4195
H 0.439 4.207 -4.306 -0.36 -0.37 0.42 0.5044
H 1.092 6.034 -5.806 -1.11 0.45 -0.01 0.3098
H 0.563 5.677 -7.562 -0.09 0.52 0.21 0.2800
H 1.835 4.852 -6.652 -0.17 -0.38 -0.54 0.3247
H -0.131 1.789 -6.758 -0.34 0.01 -0.31 0.3060
H -0.693 0.641 -5.836 -0.45 -0.24 -0.45 0.3031
C 2.821 -2.613 1.505 -0.48 -0.74 1.55 -1.4693
C 4.233 -3.256 1.588 -1.14 0.82 -0.79 0.9623
C 4.211 -4.432 2.532 1.70 -0.13 0.78 -0.9209
O 5.557 -4.978 2.546 -0.56 -0.03 -0.35 -0.3266
C 5.634 -6.146 3.315 -0.24 -0.79 -0.64 -0.8090
N 4.609 -3.768 0.264 -0.10 0.28 0.23 -0.8060
H 2.647 -1.785 2.199 0.61 0.25 -0.13 0.3177
H 2.158 -3.357 1.964 -0.43 -0.07 -0.65 0.3122
H 2.415 -2.291 0.551 0.44 -0.28 -0.25 0.3092
H 4.910 -2.450 1.892 0.30 -0.40 0.46 0.1923
H 3.523 -5.221 2.221 -0.16 0.16 -0.29 0.4392
H 4.018 -4.187 3.581 -0.50 0.42 -0.11 0.3569
H 5.776 -5.921 4.374 0.14 -0.19 0.04 0.2771
H 6.391 -6.808 2.884 0.60 0.47 0.42 0.2755
H 4.760 -6.801 3.181 -0.38 0.45 0.27 0.3259
H 5.548 -4.143 0.343 0.01 0.07 -0.24 0.2488
H 4.617 -2.950 -0.336 0.20 -0.28 -0.30 0.2613
C -3.411 3.091 -0.933 0.29 -1.23 -0.08 -0.2060
C -4.329 2.371 0.035 -1.18 0.38 0.07 -0.1926
O -5.571 1.903 -0.509 0.15 -0.08 -0.20 -0.4987
O -2.844 2.239 -1.929 -0.09 0.15 0.32 -0.4736
H -2.614 3.497 -0.303 -0.02 0.50 -0.21 0.1291
H -3.959 3.850 -1.492 0.05 0.28 0.25 0.4535
H -4.563 3.099 0.822 0.13 -0.05 0.19 0.3546
H -3.916 1.481 0.505 0.48 0.13 -0.12 0.0141
H -6.018 2.607 -0.988 0.17 0.10 0.02 0.2675
H -2.179 1.719 -1.463 0.14 -0.14 -0.23 0.0323
C -1.129 -1.439 5.104 0.47 0.90 0.34 -0.6384
C -0.780 -1.291 3.651 0.26 0.41 -0.36 0.2438
O -1.937 -0.782 2.985 0.51 -0.28 -0.29 -0.5897
O -2.074 -2.427 5.401 -0.11 -0.67 0.46 -0.5585
H -1.452 -0.461 5.490 -0.44 0.04 -0.39 0.2875
H -0.228 -1.574 5.714 0.04 -0.74 -0.24 0.3552
H -0.381 -2.191 3.175 -0.52 -0.48 0.17 0.2217
H 0.086 -0.626 3.559 -0.20 0.50 0.13 0.0085
H -1.705 -0.571 2.055 -0.28 -0.17 0.85 0.1448
H -2.660 -2.596 4.659 0.12 0.36 -0.23 0.3498
```
Positions in Å, forces in eV/Å.

Spin multiplicity = 1
Total charge = -1


No. 2
6 unconnected molecules or ions with the total composition C20H56N4O8. Source: the OMol25 dataset; level of theory: ωB97M-V/def2-TZVPD.

Geometry as XYZ:
```
88
Properties=species:S:1:pos:R:3:forces:R:3:mulliken_charge:R:1
C -4.274 1.854 -2.460 0.24 0.61 -0.14 -1.4728
C -3.888 2.781 -1.269 0.69 0.68 -0.50 0.3361
C -3.855 2.115 0.127 -0.25 0.95 0.30 -0.3526
O -3.632 3.101 1.228 0.17 -1.14 -1.34 -0.3831
C -3.629 2.493 2.510 -0.78 -0.05 0.42 -0.7195
N -2.540 3.373 -1.580 -0.09 -0.45 0.95 -0.7650
H -4.232 2.438 -3.380 -0.10 0.50 0.06 0.4011
H -5.285 1.445 -2.473 0.09 -0.10 0.55 0.4005
H -3.539 1.088 -2.708 0.04 -0.30 0.72 0.2407
H -4.544 3.651 -1.229 -0.70 -0.33 0.11 0.4129
H -3.106 1.323 0.108 0.31 0.03 0.33 -0.0879
H -4.824 1.651 0.310 -0.12 -0.08 -0.01 0.5724
H -3.712 3.223 3.315 0.67 0.65 -0.43 0.2998
H -2.788 1.831 2.717 0.21 0.01 -0.29 0.2075
H -4.550 1.954 2.733 -0.22 -0.60 -0.62 0.3377
H -2.330 4.018 -0.832 0.12 0.02 0.48 0.2496
H -2.499 3.981 -2.386 -0.50 -0.33 -0.52 0.2243
C 2.679 2.183 -4.684 0.61 -0.03 -1.01 -1.5435
C 3.256 1.866 -3.294 -2.37 1.54 -1.73 0.0500
C 3.326 3.147 -2.413 0.12 -1.23 -0.53 -0.2945
O 2.086 3.863 -2.390 0.24 -0.42 0.50 -0.2977
C 2.195 5.180 -1.859 -0.08 -0.15 -0.87 -0.9909
N 2.302 0.882 -2.803 1.41 -0.28 0.92 -0.7117
H 3.126 3.000 -5.249 0.20 0.38 0.33 0.3935
H 1.599 2.332 -4.697 0.06 0.04 0.36 0.2612
H 2.881 1.313 -5.310 -0.20 -0.19 0.02 0.4015
H 4.242 1.437 -3.472 0.11 0.03 0.59 0.5860
H 4.150 3.722 -2.836 0.02 0.58 0.32 0.6085
H 3.541 2.751 -1.421 0.35 0.57 0.33 0.0157
H 1.196 5.575 -1.672 -0.19 -0.15 -0.30 0.2709
H 2.667 5.756 -2.654 0.20 0.59 0.39 0.3563
H 2.712 5.275 -0.904 0.49 -0.32 -0.02 0.3658
H 1.448 1.368 -2.566 -0.42 0.11 -0.08 0.2386
H 2.732 0.664 -1.916 -0.51 -0.87 0.56 0.3741
C -1.467 -2.231 -1.949 -0.88 -0.87 0.49 -1.2499
C -1.815 -3.474 -1.092 -0.14 0.54 0.04 1.7223
C -3.378 -3.689 -0.937 2.89 -0.70 0.97 -0.6079
O -3.564 -4.807 -0.056 -0.93 -0.10 -1.09 -0.4093
C -3.149 -4.758 1.291 -0.47 -0.10 -0.27 -0.5050
N -1.080 -4.632 -1.645 -0.64 0.28 -0.42 -0.7046
H -1.884 -1.313 -1.534 0.10 0.05 0.26 0.0107
H -1.971 -2.383 -2.903 0.55 0.12 -0.38 0.3556
H -0.382 -2.143 -2.006 -0.12 0.13 -0.42 0.4306
H -1.402 -3.289 -0.101 -0.39 0.25 0.38 -0.9813
H -3.786 -3.920 -1.921 -0.30 -0.21 0.24 0.3549
H -3.812 -2.786 -0.506 -0.12 0.16 -0.08 0.3100
H -2.063 -4.811 1.370 0.03 0.12 0.23 0.1018
H -3.613 -5.633 1.745 0.31 -0.22 -0.01 0.3222
H -3.566 -3.925 1.856 0.28 0.49 -0.19 0.3042
H -0.099 -4.524 -1.434 0.09 -0.01 -0.06 0.2492
H -1.368 -5.532 -1.289 -0.30 0.10 0.27 0.2791
C 0.405 -1.374 2.174 0.26 -0.41 -0.41 -1.6978
C 0.153 -2.896 2.364 0.49 1.56 -0.13 1.3279
C 1.382 -3.582 2.917 0.25 -0.04 -0.05 -1.1971
O 1.130 -5.004 2.989 0.12 0.45 0.56 -0.2876
C 2.047 -5.753 3.796 0.55 0.60 -0.45 -0.8176
N -0.981 -3.039 3.252 -0.23 -0.67 -0.66 -0.5970
H -0.439 -0.860 1.715 -0.22 -0.35 0.09 0.3737
H 1.257 -1.149 1.532 0.17 -0.21 -0.08 0.2550
H 0.601 -0.864 3.118 -0.02 -0.17 0.29 0.4122
H -0.022 -3.373 1.400 -0.47 0.09 -0.10 -0.1783
H 1.594 -3.069 3.855 0.02 -0.61 0.77 0.3975
H 2.237 -3.312 2.298 0.29 -0.55 -0.39 0.4432
H 3.048 -5.627 3.383 0.28 0.14 0.11 0.3120
H 1.885 -6.831 3.783 -0.73 0.18 -0.35 0.2517
H 2.056 -5.441 4.841 -0.14 0.25 0.06 0.3253
H -0.837 -2.488 4.086 0.10 -0.03 0.20 0.3158
H -0.923 -4.021 3.484 -0.62 -0.24 0.66 0.3252
C -0.012 1.193 -0.168 -1.17 0.25 0.38 0.8139
C 0.423 2.351 0.721 -0.40 -1.03 0.57 -0.6405
O 1.658 2.886 0.354 0.39 0.90 -0.28 -0.6758
O -0.389 1.649 -1.441 1.40 -0.79 -0.44 -0.4517
H -0.891 0.775 0.322 -0.28 -0.25 0.27 -0.3296
H 0.681 0.356 -0.252 0.39 0.42 -0.09 0.2224
H 0.533 2.062 1.766 -0.27 -0.36 0.13 0.3106
H -0.335 3.134 0.684 -0.25 -0.01 0.02 0.3407
H 1.415 3.516 -0.328 0.75 0.04 -0.63 0.2220
H -1.207 2.150 -1.410 -0.71 0.67 -0.05 0.2499
C 4.000 0.834 2.392 1.45 0.29 -1.49 -0.3352
C 4.373 0.531 0.919 -0.28 1.38 1.10 -0.4841
O 3.202 0.659 0.123 0.43 -1.67 -0.02 -0.1946
O 3.529 2.174 2.470 -0.08 -0.49 0.89 -0.5801
H 4.927 0.837 2.965 0.02 -0.01 0.15 0.4514
H 3.422 -0.017 2.753 -0.88 0.48 0.29 0.0900
H 4.911 -0.417 0.892 -0.58 -0.28 -0.63 0.3831
H 5.037 1.323 0.574 0.53 -0.07 0.18 0.3229
H 2.896 1.564 0.215 -0.24 0.42 -0.13 -0.0163
H 2.718 2.336 1.983 -0.09 -0.20 -0.16 0.3689
```
Positions in Å, forces in eV/Å.

Spin multiplicity = 1
Structure (SMILES) = COC[C@H](C)N.COC[C@H](C)N.COC[C@H](C)N.COC[C@H](C)N.OCCO.OCCO
Total charge = 0


For reference, frontier orbital gap by record: 9.090, 9.194 eV.
For reference, lowest unoccupied orbital energy by record: 2.5, 0.5 eV.